{"formula": "C7H8N3", "method": "ωB97M-V/def2-TZVPD", "homo_energy_ev": -13.876, "total_charge": 1, "elements": ["C", "C", "C", "C", "C", "C", "C", "N", "N", "N", "H", "H", "H", "H", "H", "H", "H", "H"], "positions_angstrom": [[1.7746, -0.9233, -0.3234], [1.0450, 1.3678, -0.2464], [0.4998, -1.3570, -0.3553], [-1.5771, 1.4721, 0.2154], [-2.4494, -0.6007, -0.3369], [-0.2107, 1.2037, 0.0240], [2.1378, 0.4111, 0.2632], [-2.4997, 0.6979, -0.2863], [-1.6443, -1.2772, 0.4327], [-0.4021, -0.9249, 0.6356], [2.4406, -1.3086, -0.9190], [1.3109, 2.1015, -0.8358], [-0.0657, -2.0631, -0.9754], [-2.0097, 2.2188, 0.7607], [-3.2546, -1.2600, -0.7345], [2.0459, 0.3440, 1.2883], [2.9921, 0.8351, -0.1884], [-0.1335, -0.9372, 1.5814]], "atomic_forces_ev_per_a": [[-4.0533, 1.8935, 1.7308], [-2.2588, -3.4381, 3.4025], [1.1800, -0.7322, 0.3156], [1.1463, -1.9758, -2.3671], [-1.0775, -2.1954, -0.7989], [-0.6160, 0.0590, 1.0675], [-2.2118, -0.5408, -2.3958], [0.0876, 0.5932, 0.0123], [-0.4817, -1.2984, 1.2005], [-0.8377, 2.5245, -1.8053], [3.3909, -2.3620, -3.3485], [1.5034, 3.8725, -2.9955], [1.2976, -0.0239, -0.0691], [-0.2071, 2.4436, 1.6470], [0.3101, 1.2272, 0.0548], [0.5573, 0.5126, 2.3851], [1.6088, -0.1920, 0.3998], [0.6619, -0.3676, 1.5642]], "mulliken_charge": [-0.60, -0.41, -0.10, -0.25, 0.09, 0.28, -0.58, -0.29, -0.86, 0.43, 0.49, 0.54, 0.43, 0.46, 0.39, 0.33, 0.36, 0.30]}

{"formula": "C7H8N4", "method": "ωB97M-V/def2-TZVPD", "homo_energy_ev": -8.673, "total_charge": 0, "elements": ["C", "C", "C", "C", "C", "C", "C", "N", "N", "N", "N", "H", "H", "H", "H", "H", "H", "H", "H"], "positions_angstrom": [[3.1716, 0.2624, 0.6645], [1.8839, 0.8484, 0.5153], [2.0444, -1.1981, -0.3911], [-3.0673, -1.0440, 0.9224], [-2.3434, -0.8433, -0.3213], [-0.1848, -0.0531, -0.3965], [-0.6879, 1.3441, -0.6049], [3.2355, -0.8871, -0.0525], [-2.9217, 0.1711, 0.5821], [-0.9303, -0.9927, -0.3628], [1.1536, -0.1489, -0.0606], [4.0125, 0.6518, 1.2069], [1.6428, 1.8300, 0.8079], [1.7490, -2.0510, -0.8221], [-3.3410, -1.8908, 1.6762], [-2.8894, -1.0032, -1.3797], [-1.7118, 1.3411, -1.1621], [0.0438, 1.9207, -1.2007], [-0.8593, 1.7427, 0.3792]], "atomic_forces_ev_per_a": [[-1.9002, 1.8866, -0.9883], [3.6956, -2.2355, 0.8713], [-0.7325, 3.9434, 1.4097], [0.6732, -1.4932, -0.0510], [-1.4281, -0.7030, -3.0050], [0.6634, 4.5280, -0.0337], [-0.9987, 0.3873, -1.8369], [1.2683, -0.9706, 1.3400], [-0.9337, -0.4976, 1.3658], [-2.4371, -5.2335, 0.6618], [1.1136, -0.9136, -1.2381], [0.1828, 0.2120, -0.1915], [-0.9810, 0.5959, 0.2491], [-1.2583, -2.8202, -1.6827], [0.2059, 2.3100, -1.1496], [1.2871, 0.3332, 2.4415], [2.0471, 0.0026, 1.0323], [-0.3982, -0.0376, 0.5278], [-0.0693, 0.7057, 0.2774]], "mulliken_charge": [-0.41, -0.29, -0.20, -0.14, 0.01, 0.83, -1.43, -0.62, -0.44, -0.53, 0.16, 0.40, 0.40, 0.49, 0.27, 0.28, 0.39, 0.45, 0.37]}

{"formula": "C7H8N4", "method": "ωB97M-V/def2-TZVPD", "homo_energy_ev": [-7.392, -7.477], "total_charge": 0, "elements": ["C", "C", "C", "C", "C", "C", "C", "N", "N", "N", "N", "H", "H", "H", "H", "H", "H", "H", "H"], "positions_angstrom": [[-1.5371, -1.4131, 0.0923], [-2.7846, 0.4535, 0.0060], [-0.3059, -0.6665, 0.0251], [-0.5992, 0.8275, 0.0615], [1.1720, 2.8893, -0.0655], [1.8365, 1.5004, 0.0826], [1.3986, -2.3817, -0.1874], [-2.7263, -0.8966, 0.0528], [-1.8430, 1.3541, 0.2083], [0.9792, -0.9805, -0.1226], [0.5042, 1.5886, 0.1125], [-1.5394, -2.4862, 0.4252], [-3.8798, 0.7914, 0.0802], [1.1324, 3.6462, 0.7568], [0.9737, 3.3276, -0.9821], [2.5222, 0.6920, -0.0463], [1.0573, -2.9157, 0.6446], [1.0502, -2.8876, -0.9965], [2.5890, -2.4429, -0.1473]], "atomic_forces_ev_per_a": [[0.5873, -2.0819, 1.2237], [-3.0102, 1.3250, 1.3833], [1.0990, 2.1766, -0.8347], [-0.0197, -1.8533, 0.6882], [0.3981, -1.1466, 2.3740], [-3.3735, 1.7858, -0.1719], [3.2642, 2.3418, 1.6478], [0.6904, 0.4875, -0.4117], [0.6887, -1.0259, -1.4020], [-1.3634, -0.4370, 0.3791], [2.3467, -0.0876, 0.3491], [0.3805, 0.8430, -0.8394], [1.8467, -0.0474, -0.3551], [0.0898, -1.0649, -0.3936], [0.0272, 0.6602, -2.0046], [0.2858, 0.1437, -0.1682], [-0.4931, -0.8978, 1.5917], [-0.8879, -1.3226, -2.7837], [-2.5566, 0.2014, -0.2720]], "mulliken_charge": [-0.06, -0.20, 0.75, -0.11, -0.40, -0.13, -1.06, -0.55, -0.52, -0.41, 0.18, 0.34, 0.31, 0.20, 0.26, 0.39, 0.38, 0.40, 0.23]}

{"formula": "C7H8N4O", "method": "ωB97M-V/def2-TZVPD", "homo_energy_ev": [-16.965, -16.756], "total_charge": 2, "elements": ["C", "C", "C", "C", "C", "C", "C", "N", "N", "N", "N", "O", "H", "H", "H", "H", "H", "H", "H", "H"], "positions_angstrom": [[-3.2438, -1.9929, -0.0113], [1.1536, 2.3904, -2.6548], [-1.5893, -0.6559, -0.5375], [1.1273, -0.0293, -0.0840], [0.5548, 0.0752, 1.3601], [-1.4048, -1.2948, 0.8023], [0.3094, 0.7049, -1.1256], [-2.4405, -2.1296, 0.9834], [0.7102, 1.6451, -1.9321], [-0.9893, 0.3352, -1.2154], [-0.3985, -1.0500, 1.5810], [-2.7720, -1.1093, -1.0020], [-4.1625, -2.5928, -0.0243], [1.5553, 2.6373, -3.6000], [2.0625, 0.3440, -0.1195], [1.1470, -1.0434, -0.2453], [1.1894, -0.0077, 2.2381], [0.0062, 0.8968, 1.6431], [-1.6578, 0.7236, -1.9261], [-0.4449, -1.4798, 2.5315]], "atomic_forces_ev_per_a": [[1.1473, 0.0918, 0.1905], [0.9330, 1.9076, -1.9613], [-0.1934, -0.5283, 1.6540], [-2.7597, 2.2958, 0.9356], [-0.2778, -2.5641, 0.4940], [0.5558, 1.2577, -2.7375], [-1.1628, -1.9849, 1.9510], [-0.3929, -0.1601, 0.5272], [-0.5012, -1.5616, 1.6401], [-1.6521, -0.3397, -0.8445], [-0.0865, -0.3241, 1.8056], [-0.9412, -0.7113, 0.6863], [0.1315, 0.7426, -0.9975], [0.5282, 0.7247, -0.7234], [3.3128, 1.1026, 0.0050], [0.1678, -2.4573, -1.0629], [1.1181, -0.2117, -0.6685], [-1.2345, 2.5617, -0.2821], [1.1024, -0.1217, 0.4176], [0.2054, 0.2803, -1.0293]], "mulliken_charge": [-0.12, 0.08, 0.37, -1.13, -0.61, 0.56, 0.40, -0.45, 0.09, 0.00, -0.18, -0.42, 0.41, 0.42, 0.44, 0.53, 0.38, 0.50, 0.40, 0.35]}

{"formula": "C7H8NO2S", "method": "ωB97M-V/def2-TZVPD", "homo_energy_ev": [-2.985, -3.009], "total_charge": -1, "elements": ["C", "C", "C", "C", "C", "C", "C", "N", "O", "O", "S", "H", "H", "H", "H", "H", "H", "H", "H"], "positions_angstrom": [[0.8668, -1.2688, -0.2037], [-0.3924, -0.1536, 1.4528], [0.1196, -0.7055, -1.1696], [-1.1172, 0.4303, 0.4419], [0.5479, -1.1277, 1.1358], [-0.9121, 0.2725, -0.9151], [1.4197, -1.7502, 2.2146], [-1.4753, 1.0147, -1.8904], [-2.0869, 2.1351, -1.3022], [-0.4043, 3.5497, -2.5414], [0.3714, 2.3337, -3.1699], [1.7742, -1.8241, -0.6672], [-0.8040, -0.1228, 2.4566], [0.3398, -1.0480, -2.2049], [-1.8799, 1.1439, 0.6960], [1.0120, -1.6373, 3.1967], [1.5010, -2.7061, 1.8628], [2.5704, -1.4139, 2.2282], [-1.4507, 2.8780, -1.6211]], "atomic_forces_ev_per_a": [[1.7591, -1.6885, -0.9292], [-0.7765, -1.9710, -0.3231], [-1.4936, 0.7903, -2.7290], [-1.1278, 1.6590, 0.5659], [1.7848, 1.5916, 1.5657], [2.5348, -1.5796, 0.6157], [2.0549, 2.5020, -0.9882], [-0.5741, 0.3986, -0.7369], [0.6291, -0.1827, -0.6475], [0.6619, -0.4222, -0.4506], [-1.2185, 0.4501, 1.0280], [-1.5131, 0.4434, 1.5642], [0.4049, 0.4534, 0.1790], [-0.1520, 0.8594, 0.5954], [-0.2123, 0.1540, 0.2481], [-0.2245, -0.1957, 0.5635], [0.2258, -3.1057, 0.0605], [-2.4807, -0.1135, -0.0638], [-0.2825, -0.0428, -0.1174]], "mulliken_charge": [-0.33, -0.77, -0.31, 0.07, 1.00, 0.09, -1.37, -0.83, -0.39, -0.62, 0.00, 0.18, 0.21, 0.30, 0.37, 0.35, 0.40, 0.21, 0.45]}

{"formula": "C7H8NO3S", "method": "ωB97M-V/def2-TZVPD", "homo_energy_ev": -2.761, "total_charge": -1, "elements": ["C", "C", "C", "C", "C", "C", "C", "N", "O", "O", "O", "S", "H", "H", "H", "H", "H", "H", "H", "H"], "positions_angstrom": [[-1.0576, -1.7650, 0.2460], [-1.1054, -0.2988, 0.1625], [0.2342, -2.1508, 0.1129], [0.3306, 0.1045, -0.0952], [2.8340, -2.2704, -0.5043], [-0.3094, 0.4480, 1.2209], [0.7829, 1.2022, -1.0214], [1.1382, -1.1696, -0.1192], [4.4934, 0.4767, 1.4000], [4.2653, 1.0560, -0.9438], [3.7882, -1.6025, -0.3152], [3.6462, 0.4375, 0.2173], [-1.9122, -2.3981, 0.3977], [-1.9539, 0.2065, -0.2868], [0.5916, -3.1682, 0.1584], [-0.5368, 1.4923, 1.3868], [-0.0092, -0.0922, 2.1059], [-0.0713, 1.7949, -1.3504], [1.2643, 0.7699, -1.8954], [1.4969, 1.8668, -0.5337]], "atomic_forces_ev_per_a": [[-0.2977, -0.2231, 0.0640], [-0.2226, 0.1049, 0.0755], [0.0415, 0.1147, -0.1197], [1.2617, -1.1383, 0.0144], [0.3461, 0.8960, 0.3241], [0.0219, 0.2298, -0.0206], [-0.1710, -0.0882, 0.1219], [-0.5715, 0.6058, -0.0787], [-0.4845, -0.2909, -0.4873], [-0.3481, -0.4562, 0.2946], [-0.3642, -1.7688, -0.6163], [0.8997, 2.1143, 0.6713], [-0.1222, -0.1920, 0.0298], [0.0040, 0.1148, -0.0779], [0.0435, -0.1860, 0.0053], [-0.0581, 0.1472, -0.0703], [0.0539, -0.1635, 0.0598], [-0.0356, 0.1028, -0.0119], [0.0243, -0.0197, -0.1196], [-0.0209, 0.0962, -0.0583]], "mulliken_charge": [-0.89, -0.50, -0.30, 1.14, 0.02, -0.86, -1.65, -0.20, -0.59, -0.52, -0.24, 0.86, 0.40, 0.36, 0.34, 0.30, 0.26, 0.44, 0.37, 0.25]}

Relative energy (zero: lowest compared OMol25 entry of this formula, charge and spin) readings, ordered: 125.2 92.5 126.4 19.7 64.4 64.8 kcal/mol